C5H12N2 | wB97M-V/def2-TZVPD

```
19
Properties=species:S:1:pos:R:3
N -0.41 -1.10 1.87
N -0.77 2.34 -1.70
C 0.62 0.39 0.29
C -0.18 -2.51 2.23
C 1.07 0.73 -1.12
C -0.13 1.09 -2.02
C 0.17 -0.83 0.59
H 0.88 -2.57 2.52
H -0.77 0.21 -2.13
H -1.38 -0.82 1.94
H -0.14 -1.51 -0.21
H 0.27 1.23 -3.04
H 0.52 1.09 1.12
H -0.69 -2.83 3.13
H 1.82 1.51 -1.04
H 1.51 -0.17 -1.55
H -1.58 2.20 -1.10
H -1.11 2.87 -2.49
H -0.30 -3.21 1.41
```

As for the energy above the lowest of the compared OMol25 structures with the same formula, charge and spin: 40.6 kcal per mole. Its spin multiplicity is 1. The gap between HOMO and LUMO is 9.5 eV. As for the calculated total energy: -307.1646 Eh. As for the SMILES: CN/C=C/CCN. The HOMO energy is -8.518 eV.